Entry 1:
A structure of composition C14H35N5O8P2Pd. Source: OMol25; level of theory: ωB97M-V/def2-TZVPD.

Total charge: 0
Maximum force, eV Å⁻¹: 1.1
HOMO energy, Ha: -0.2400
Orbital gap, eV: 7.001
LUMO, Eh: 0.017
Energy above the lowest of the compared OMol25 structures with the same formula, charge and spin, kcal/mol: 1.7

Element x y z (Å)
Pd (0.7440, 0.9411, -1.0321)
C (-4.9584, 0.6695, 1.6694)
C (-4.0564, 0.9903, 0.4923)
C (-4.8082, 1.0924, -0.8245)
O (-3.0630, -0.0637, 0.4342)
P (-1.6205, 0.2650, -0.2072)
O (-1.6899, 0.7486, -1.5952)
C (-0.8795, -1.3890, -0.0640)
P (0.9502, -1.4434, -0.0096)
O (1.6968, -0.4073, 0.7464)
O (1.1840, -2.8049, 0.8010)
C (1.2501, -4.1419, 0.2800)
C (2.1865, -4.9190, 1.1899)
C (-0.1383, -4.7619, 0.2287)
O (1.5038, -1.9008, -1.4318)
C (1.6024, -1.0444, -2.6030)
C (0.7443, -1.6593, -3.6907)
C (3.0702, -0.9699, -2.9772)
O (-1.0145, 1.3574, 0.7924)
C (-0.9450, 1.3990, 2.2425)
C (-0.9796, 0.0443, 2.9355)
C (0.3343, 2.1507, 2.5778)
H (-5.6777, 1.4741, 1.8227)
H (-4.3661, 0.5510, 2.5777)
H (-5.4999, -0.2594, 1.4838)
H (-3.5467, 1.9421, 0.6820)
H (-5.3322, 0.1576, -1.0318)
H (-4.1006, 1.2901, -1.6274)
H (-5.5307, 1.9085, -0.7843)
H (-1.2050, -1.8973, -0.9726)
H (-1.2678, -1.9318, 0.7983)
H (1.6707, -4.0954, -0.7258)
H (1.7796, -4.9491, 2.2020)
H (3.1577, -4.4269, 1.2275)
H (2.3079, -5.9377, 0.8217)
H (-0.6072, -4.6948, 1.2120)
H (-0.0617, -5.8115, -0.0557)
H (-0.7693, -4.2499, -0.4985)
H (1.2173, -0.0026, -2.3669)
H (1.0190, -2.7073, -3.8333)
H (0.8860, -1.1220, -4.6283)
H (-0.3087, -1.5991, -3.4140)
H (3.4432, -1.9560, -3.2626)
H (3.6412, -0.6147, -2.1199)
H (3.2101, -0.2770, -3.8072)
H (-1.8127, 1.9867, 2.5586)
H (-0.1311, -0.5601, 2.6204)
H (-1.9094, -0.4864, 2.7330)
H (-0.8962, 0.2032, 4.0106)
H (1.1723, 1.5820, 2.1767)
H (0.4508, 2.2473, 3.6577)
H (0.3155, 3.1441, 2.1257)
N (3.5258, 1.8598, -0.6121)
N (3.3994, 3.1642, -0.1585)
C (2.2165, 3.8383, -0.2266)
N (2.1958, 5.0513, 0.3433)
N (1.2049, 3.3043, -0.8813)
N (0.0020, 3.9496, -0.9077)
O (-0.7993, 3.5723, -1.7225)
O (-0.2404, 4.8635, -0.0930)
H (3.3635, 1.1628, 0.1099)
H (4.4055, 1.7311, -1.0859)
H (4.0838, 3.5197, 0.4886)
H (2.9911, 5.4284, 0.8244)
H (1.2895, 5.4944, 0.3842)

***

Entry 2:
The ion C8H14 with charge +1. Source: OMol25; level of theory: ωB97M-V/def2-TZVPD.

<S²>: 0.755
Spin multiplicity: 2
Total charge: +1
Maximum force, eV Å⁻¹: 6.0
HOMO energy (alpha / beta), Ha: -0.5360 / -0.5334
Orbital gap (alpha / beta), eV: 10.133 / 6.273
LUMO (alpha / beta), Eh: -0.164 / -0.303
Energy above the lowest of the compared OMol25 structures with the same formula, charge and spin, kcal/mol: 66.2

Element x y z (Å)
C (-1.0574, 3.1352, 1.0201)
C (-0.4706, 2.1744, -0.0365)
C (0.0768, 0.8350, 0.7157)
C (-0.1686, -0.3747, -0.1282)
C (-1.2693, -0.5961, -0.9596)
C (0.3948, -2.4427, 0.6997)
C (0.7332, -1.5565, -0.1987)
C (1.8729, -1.7526, -1.1770)
H (-0.3854, 2.9779, 1.9637)
H (-2.0860, 2.9927, 1.4633)
H (-1.0555, 4.1496, 0.7664)
H (-1.2751, 2.0225, -0.7707)
H (0.2788, 2.5735, -0.6110)
H (1.2194, 0.9700, 0.9014)
H (-0.5598, 0.6170, 1.6121)
H (-1.3433, -1.4748, -1.5574)
H (-2.1253, 0.0756, -1.0119)
H (-0.4080, -2.3236, 1.3603)
H (0.7511, -3.4640, 0.8364)
H (1.5941, -1.3986, -2.4064)
H (1.9625, -2.7735, -1.4023)
H (2.7619, -1.4760, -0.7562)

***

Entry 3:
A cluster of 2 separate species, C2H5NO3 in total. Source: OMol25; level of theory: ωB97M-V/def2-TZVPD.

Structure (SMILES): NC=O.O=CO
Total charge: 0
Maximum force, eV Å⁻¹: 1.8
HOMO energy, Ha: -0.3672
Orbital gap, eV: 10.374
LUMO, Eh: 0.014
Energy above the lowest of the compared OMol25 structures with the same formula, charge and spin, kcal/mol: 14.4

Element x y z (Å)
N (0.9377, -0.3395, -0.9880)
C (2.2262, -0.6943, -0.6679)
O (3.1793, -0.0233, -1.0072)
H (1.0258, 0.4956, -1.5288)
H (0.2738, -1.0733, -1.1531)
H (2.3592, -1.6222, -0.0924)
O (-2.6105, 0.2762, -0.0999)
C (-2.2743, 0.1224, 1.0361)
O (-1.2317, 0.7308, 1.5634)
H (-2.8174, -0.5708, 1.6987)
H (-1.1528, 0.5973, 2.5137)

***

Entry 4:
An isolated molecule of CHBrINO2. Source: OMol25; level of theory: ωB97M-V/def2-TZVPD.

Total charge: 0
Maximum force, eV Å⁻¹: 1.7
HOMO energy (alpha / beta), Ha: -0.3492 / -0.3704
Orbital gap (alpha / beta), eV: 6.631 / 7.348
LUMO (alpha / beta), Eh: -0.106 / -0.100
Energy above the lowest of the compared OMol25 structures with the same formula, charge and spin, kcal/mol: 45.3

Element x y z (Å)
C (0.5190, 0.3769, 0.0150)
N (1.1324, 0.4728, 1.2732)
O (0.7561, -0.3089, 2.1193)
O (2.0149, 1.3008, 1.4189)
Br (3.8856, -0.4801, -1.2280)
I (1.6955, 1.0979, -1.4416)
H (-0.1762, -0.4379, -0.1216)